Record 1
DFT (the ωB97M-V functional and the def2-TZVPD basis) results for a molecular structure, C8H4Br6 at a distorted geometry.

Structure (ORCA input):
```
! wB97M-V def2-TZVPD RIJCOSX def2/J DEFGRID3
* xyz 0 1
Br -0.315 4.059 -1.948
Br -3.109 2.669 -0.897
Br 2.562 2.458 -1.753
Br -3.029 -0.052 0.728
Br 2.564 -0.849 -1.221
Br 0.641 -0.741 3.312
C -0.263 2.263 -1.233
C -1.394 1.692 -0.795
C 0.989 1.504 -1.237
C -1.326 0.483 -0.007
C 0.965 0.144 -0.864
C -0.147 -0.322 -0.148
C 0.840 -2.031 1.643
C -0.200 -1.743 0.482
H 1.776 -1.849 1.188
H 0.817 -3.184 1.896
H -0.201 -2.563 -0.186
H -1.171 -1.937 1.040
*
```

Results
Molar mass in g/mol: 579.5
LUMO energy in hartree: -0.019
HOMO in eV: -9.283
Energy relative to the best compared isomer or geometry (same formula, charge and spin) in eV: 1.391

***

Record 2
DFT (the ωB97M-V functional and the def2-TZVPD basis) results for 6 unconnected molecules or ions with the total composition C11H31N13O9P at a distorted geometry.

Structure (ORCA input):
```
! wB97M-V def2-TZVPD RIJCOSX def2/J DEFGRID3
* xyz 1 1
C 8.479 0.890 1.280
C 7.648 0.995 -0.102
O 8.220 1.434 -1.125
N 6.190 0.598 -0.178
C 6.084 -0.810 0.329
C 5.488 1.563 0.671
N 5.996 2.853 1.109
C 5.028 3.513 1.942
N 3.838 2.737 2.096
C 4.075 1.519 1.321
P 2.780 0.166 1.161
O 1.403 0.852 1.384
O 2.777 -0.307 -0.498
O 3.000 -1.159 2.195
H 9.370 1.609 1.262
H 7.815 1.183 2.185
H 8.789 -0.200 1.443
H 5.025 -1.257 0.240
H 6.754 -1.480 -0.333
H 6.396 -0.939 1.429
H 6.877 3.354 0.931
H 5.326 4.539 2.328
H 3.026 3.042 2.650
H 3.649 0.030 -0.845
H 3.678 -0.985 2.889
C -0.128 -2.358 -2.018
O 0.413 -1.771 -2.952
N 0.392 -2.376 -0.767
N -1.289 -3.035 -2.154
H -0.034 -2.849 0.014
H 1.256 -1.882 -0.626
H -1.709 -3.045 -3.069
H -1.748 -3.518 -1.401
C -1.772 -1.574 2.062
O -1.460 -2.413 1.235
N -2.691 -1.806 3.029
N -1.224 -0.334 2.081
H -2.961 -1.129 3.719
H -3.120 -2.718 3.045
H -0.533 -0.125 1.375
H -1.466 0.373 2.751
C -2.550 1.290 -1.620
O -3.577 1.957 -1.579
N -1.801 1.034 -0.520
N -2.072 0.750 -2.766
H -0.957 0.490 -0.532
H -2.123 1.418 0.353
H -2.601 0.918 -3.607
H -1.231 0.199 -2.820
C -4.888 -2.821 -1.443
O -3.875 -3.326 -0.982
N -5.943 -3.556 -1.872
N -5.043 -1.480 -1.565
H -6.783 -3.159 -2.253
H -5.865 -4.557 -1.797
H -4.278 -0.900 -1.257
H -5.865 -1.043 -1.941
C -8.017 2.500 -0.579
O -9.176 2.612 -0.210
N -7.462 3.316 -1.507
N -7.183 1.547 -0.092
H -6.510 3.239 -1.823
H -8.048 4.037 -1.894
H -7.558 0.920 0.601
H -6.227 1.439 -0.383
*
```

Results
Molar mass in g/mol: 520.4
LUMO energy in hartree: -0.176
HOMO in eV: -10.739

***

Record 3
DFT (the ωB97M-V functional and the def2-TZVPD basis) results for a molecular structure, C5H7N at a distorted geometry.

Structure (ORCA input):
```
! wB97M-V def2-TZVPD RIJCOSX def2/J DEFGRID3
* xyz 0 1
C -1.168 -0.593 0.840
C -1.079 0.379 -0.313
N -0.233 1.583 -0.179
C 0.637 0.767 -1.058
C 1.619 -0.031 -0.404
C 2.610 -0.631 0.006
H -0.167 -0.857 1.209
H -1.735 -0.141 1.669
H -1.682 -1.518 0.544
H -2.026 0.613 -0.820
H 0.135 1.587 0.784
H -0.468 -0.082 -1.306
H 3.497 -1.145 0.315
*
```

Results
Molar mass in g/mol: 81.1
LUMO energy in hartree: 0.014
HOMO in eV: -8.023
Energy relative to the best compared isomer or geometry (same formula, charge and spin) in eV: 6.095

***

Record 4
DFT (the ωB97M-V functional and the def2-TZVPD basis) results for a single C7H8 molecule.

Structure (ORCA input):
```
! wB97M-V def2-TZVPD RIJCOSX def2/J DEFGRID3
* xyz 0 1
C 0.271 1.652 0.484
C -0.161 0.219 0.803
C -1.192 -0.342 -0.202
C -0.596 -0.893 -1.412
C -0.053 -1.421 -2.348
C 1.836 -1.472 0.290
C 1.035 -0.674 0.911
H 0.716 1.698 -0.514
H -0.586 2.335 0.523
H 1.012 2.003 1.209
H -0.655 0.217 1.777
H -1.767 -1.140 0.277
H -1.906 0.451 -0.452
H 0.397 -1.903 -3.184
H 1.650 -0.731 1.839
*
```

Results
Molar mass in g/mol: 92.1
LUMO energy in hartree: 0.019
HOMO in eV: -9.982
Energy relative to the best compared isomer or geometry (same formula, charge and spin) in eV: 5.670

***

Record 5
DFT (the ωB97M-V functional and the def2-TZVPD basis) results for a single C3H5NO molecule at a distorted geometry.

Structure (ORCA input):
```
! wB97M-V def2-TZVPD RIJCOSX def2/J DEFGRID3
* xyz 0 1
C 0.778 0.399 -0.347
C -0.179 -0.396 0.666
C -1.540 0.006 0.802
H 0.640 -0.254 -2.149
H 0.974 1.354 0.123
H 1.621 -0.359 -0.248
H 0.288 -0.327 1.645
H -0.193 -1.342 0.317
N -2.630 0.341 0.842
O 0.239 0.579 -1.651
*
```

Results
Molar mass in g/mol: 71.1
LUMO energy in hartree: 0.016
HOMO in eV: -10.729
Structure (SMILES): N#CCCO
Energy relative to the best compared isomer or geometry (same formula, charge and spin) in eV: 1.323

***

Number 1: gap between HOMO and LUMO 8.77 eV. Number 2: gap between HOMO and LUMO 5.94 eV. Number 3: gap between HOMO and LUMO 8.42 eV. Number 4: gap between HOMO and LUMO 10.50 eV. Number 5: gap between HOMO and LUMO 11.16 eV.